Entry 1:
{"formula": "C25H54F9N3O3PS", "method": "wB97M-V/def2-TZVPD", "elements": ["C", "C", "C", "N", "C", "C", "C", "C", "C", "H", "H", "H", "H", "H", "H", "H", "H", "H", "H", "H", "H", "H", "H", "H", "H", "H", "H", "C", "C", "C", "N", "C", "C", "C", "C", "C", "H", "H", "H", "H", "H", "H", "H", "H", "H", "H", "H", "H", "H", "H", "H", "H", "H", "H", "C", "C", "C", "N", "C", "C", "C", "C", "C", "H", "H", "H", "H", "H", "H", "H", "H", "H", "H", "H", "H", "H", "H", "H", "H", "H", "H", "C", "F", "F", "F", "S", "O", "O", "O", "P", "F", "F", "F", "F", "F", "F"], "coordinates": [[-5.1796, -1.5773, -0.5276], [-4.0495, -0.7146, -1.3386], [-4.5346, 0.5104, -2.1677], [-3.4740, 1.3953, -2.7807], [-4.0938, 2.5396, -3.6491], [-2.3743, 0.7329, -3.6149], [-1.1835, 1.6466, -3.7301], [-1.1851, 2.1947, -2.3003], [-2.6698, 2.1016, -1.6726], [-4.6223, -2.1751, 0.1937], [-5.9184, -2.1334, -1.1047], [-5.8770, -0.9425, 0.0189], [-3.5928, -1.4716, -1.9762], [-3.2191, -0.3870, -0.7132], [-5.0567, 1.2698, -1.5856], [-5.1944, 0.2970, -3.0087], [-4.4631, 2.0771, -4.5644], [-3.4303, 3.3720, -3.8835], [-4.9170, 2.9816, -3.0877], [-2.7173, 0.3942, -4.5926], [-2.0776, -0.1354, -3.0265], [-1.4466, 2.4440, -4.4251], [-0.3004, 1.0748, -4.0152], [-0.6943, 3.1577, -2.1590], [-0.7314, 1.5023, -1.5912], [-3.1942, 3.0414, -1.4998], [-2.8041, 1.4460, -0.8121], [-5.2111, -1.4021, 3.8642], [-3.8885, -0.9921, 3.2651], [-3.0219, -0.2134, 4.2872], [-1.5723, 0.0966, 3.7251], [-1.5442, 0.6144, 2.2572], [-0.5935, -1.1864, 3.8434], [0.4985, -0.8109, 4.7966], [-0.1634, 0.3923, 5.6283], [-0.8956, 1.1265, 4.5900], [-5.5355, -2.3314, 3.3960], [-5.9870, -0.6378, 3.8215], [-5.1750, -1.5084, 4.9484], [-4.0840, -0.2915, 2.4533], [-3.2944, -1.8417, 2.9285], [-3.0506, -0.6245, 5.2963], [-3.4943, 0.7652, 4.3718], [-0.5139, 0.8268, 1.9715], [-2.1813, 1.4965, 2.3203], [-2.0154, -0.0260, 1.5115], [-0.0431, -1.3820, 2.9232], [-1.1460, -2.1040, 4.0453], [1.3809, -0.4402, 4.2751], [0.9106, -1.6430, 5.3675], [0.5220, 0.9151, 6.2953], [-0.8679, -0.0257, 6.3474], [-0.3073, 1.8665, 4.0473], [-1.6933, 1.4935, 5.2358], [5.4601, -1.0405, -2.1659], [5.3084, 0.1767, -1.2073], [4.2670, 1.2125, -1.5708], [4.0538, 2.4089, -0.5605], [3.0156, 3.2546, -1.3002], [5.3749, 3.1099, -0.3167], [5.6406, 2.8153, 1.1629], [4.2680, 2.7738, 1.9154], [3.5005, 1.9658, 0.8561], [4.5900, -1.6619, -1.9542], [6.4597, -1.4172, -1.9486], [5.3649, -0.6995, -3.1968], [6.2345, 0.7419, -1.3123], [5.1506, -0.3195, -0.2497], [3.2658, 0.8045, -1.7095], [4.4387, 1.6490, -2.5547], [3.0315, 4.0820, -0.5909], [2.0525, 2.7444, -1.3175], [3.3429, 3.5773, -2.2886], [5.3505, 4.1922, -0.4440], [6.1041, 2.6615, -0.9915], [6.4220, 3.4279, 1.6126], [6.0570, 1.8080, 1.1564], [3.9585, 3.8016, 2.1053], [4.3296, 2.2734, 2.8818], [2.4550, 2.2714, 0.8950], [3.7963, 0.9177, 0.8083], [1.8513, -6.2701, -2.9883], [1.8565, -7.2988, -2.1050], [0.8495, -5.4088, -2.6271], [2.9422, -5.5608, -2.7904], [1.6529, -6.9382, -4.7583], [0.3095, -7.5852, -4.7018], [1.8227, -5.7710, -5.6952], [2.7027, -7.8856, -4.8516], [0.6709, -1.6129, -0.2631], [2.2018, -2.0570, -0.3114], [0.7015, -0.6009, -1.5820], [0.1667, -2.8478, -1.2492], [-0.9113, -1.3333, 0.0901], [0.6420, -2.6144, 1.1206], [1.2170, -0.5215, 0.8000]], "atomic_forces_ev_per_a": [[0.698, 2.091, -0.265], [-1.170, -0.807, -0.404], [-0.367, 0.246, -0.402], [1.731, 1.939, -1.266], [-0.542, -1.227, 0.611], [-0.429, -1.542, -0.075], [-1.577, 0.638, 1.182], [-0.639, -0.269, 2.098], [0.192, 0.166, -1.838], [-0.258, -0.256, -0.245], [0.852, -0.412, -0.598], [0.407, 0.491, 0.421], [0.052, 0.207, -0.347], [-0.342, -0.217, 0.509], [-0.297, -0.412, 0.518], [-0.081, -0.575, 0.129], [-0.018, 0.080, 0.042], [0.514, -0.562, 0.238], [-0.067, -0.254, 0.049], [-0.545, -0.021, 0.186], [-0.015, -0.154, -0.104], [0.564, -0.029, -0.256], [-0.040, 0.259, 0.047], [-0.351, 0.045, -0.031], [0.910, -0.095, -0.446], [0.319, 0.011, 0.214], [0.733, 0.445, 0.123], [-0.450, -0.066, 0.671], [1.115, 0.749, 0.761], [0.014, 0.914, -1.776], [1.014, -2.035, -0.556], [-1.275, 0.195, 1.197], [0.025, 0.165, -1.000], [-0.040, 1.420, 1.745], [2.074, -3.128, 0.545], [-1.543, 0.560, 1.228], [-0.329, 0.146, 0.225], [-0.001, 0.073, -0.768], [0.410, -0.683, 0.105], [0.215, -0.330, -0.336], [-0.255, -0.111, -0.274], [0.835, -0.382, -0.192], [0.214, 0.232, 0.061], [-0.073, 0.050, 0.169], [0.400, 0.427, -0.251], [0.310, -0.525, 0.562], [-0.913, 0.249, -0.711], [-0.310, 0.410, 0.383], [-0.193, 0.287, -0.285], [-0.540, -0.038, 0.286], [0.194, 0.447, -0.647], [-0.208, -0.307, -0.095], [-0.377, -0.177, -0.210], [-0.224, 1.425, -0.998], [-1.049, 1.644, 0.221], [0.423, 0.195, -0.675], [-1.288, -0.418, 0.585], [-0.294, -0.794, -1.909], [1.009, 0.600, 1.993], [-0.299, 0.111, 0.968], [0.645, -0.818, 0.453], [1.795, -0.187, -1.702], [0.353, 1.147, -0.793], [0.540, -0.692, -0.133], [-0.441, -0.639, -0.264], [0.319, -0.202, -0.146], [0.449, -0.346, 0.811], [0.169, 0.709, 0.367], [-0.145, -0.344, 0.494], [0.592, 0.354, 0.205], [-0.973, 0.598, -0.599], [0.200, -0.010, 0.047], [0.193, -0.221, 0.165], [-0.567, -0.086, -0.486], [0.030, 0.330, 0.192], [-0.225, 0.312, -0.128], [0.010, -0.225, 0.361], [-0.629, -0.132, -0.295], [0.016, -0.187, -0.228], [-0.265, -0.969, -0.300], [-0.856, -0.032, 0.834], [-1.417, 0.221, -0.114], [-0.084, 0.461, -0.383], [0.045, -0.883, -0.315], [1.307, 0.111, -0.144], [-2.719, 1.400, -1.565], [1.819, 1.696, -0.005], [-0.726, -1.869, 2.317], [1.772, -1.087, 0.176], [-0.323, -3.988, 1.248], [0.622, 0.036, -2.116], [0.095, -0.431, 1.738], [0.873, 1.611, 1.152], [0.571, 1.120, -0.683], [-0.837, -0.076, -0.833], [-1.036, 2.225, -0.441]], "mulliken_charge": [-1.551, 0.486, -0.804, 0.904, -1.183, -0.743, -0.743, 0.091, -1.525, 0.363, 0.423, 0.402, 0.383, -0.303, 0.391, 0.409, 0.319, 0.408, 0.433, 0.479, 0.236, 0.373, 0.513, 0.391, -0.171, 0.427, 0.249, -1.497, 0.315, -1.380, 1.568, -1.588, 0.010, -0.848, -0.756, -1.143, 0.345, 0.403, 0.405, -0.018, 0.344, 0.475, 0.439, 0.561, 0.570, -0.517, -0.205, 0.464, 0.309, 0.442, 0.522, 0.244, 0.612, 0.264, -1.394, -0.009, -0.882, 1.226, -1.288, -0.688, -0.533, -0.933, 0.061, 0.331, 0.363, 0.344, 0.223, 0.282, 0.276, 0.457, 0.476, 0.214, 0.253, 0.332, 0.273, 0.494, 0.236, 0.469, 0.402, -0.255, 0.093, 0.568, -0.256, -0.202, -0.214, 1.095, -0.669, -0.672, -0.634, 1.605, -0.393, -0.305, -0.401, -0.486, -0.479, -0.377], "orbital_gap_ev": [2.517, 6.128], "max_force_ha_per_bohr": 0.082, "e_homo_ev": [-2.93, -6.54], "spin_multiplicity": 2}

=====

Entry 2:
{"formula": "C20H26N2O2", "method": "wB97M-V/def2-TZVPD", "elements": ["C", "C", "C", "C", "C", "C", "C", "H", "H", "H", "O", "C", "C", "C", "O", "N", "H", "C", "H", "H", "C", "N", "C", "H", "H", "H", "C", "H", "H", "H", "C", "C", "C", "C", "C", "C", "H", "H", "H", "H", "H", "H", "H", "H", "H", "H", "H", "H", "H", "H"], "coordinates": [[-6.6388, -0.8881, -0.4764], [-5.3700, 0.0009, -0.2832], [-4.2003, -0.4403, 0.2302], [-3.2143, 0.2471, 0.5122], [-3.3215, 1.4709, 0.1263], [-4.5550, 2.0958, -0.2034], [-5.6759, 1.2432, -0.3698], [-6.5062, 1.8181, -1.0787], [-4.6070, 3.2681, -0.5484], [-2.4568, 2.2223, 0.5017], [-2.1384, 0.0531, 1.0887], [-1.9952, -1.4209, 1.2544], [-1.5581, -2.5394, -0.0017], [-0.1403, -2.0432, -0.3669], [0.6125, -3.0572, -0.7032], [0.0440, -0.8718, -0.5525], [-0.5157, -0.2985, -0.3430], [1.3995, -0.4587, -0.9817], [1.4669, 0.3357, -2.0153], [1.9569, -1.2678, -1.1952], [2.1214, 0.3395, -0.0102], [1.8087, 1.8778, 0.3078], [2.4705, 2.6782, -0.8764], [1.8766, 2.4836, -1.7120], [3.5198, 2.4739, -1.3201], [2.5021, 3.6399, -0.6672], [0.5630, 1.9596, 0.4109], [0.1895, 1.6908, 1.1852], [0.4477, 3.1514, 0.8445], [-0.0632, 2.0098, -0.4009], [3.6729, 0.2142, 0.0196], [4.3213, 0.1288, 1.1481], [5.7533, 0.0079, 1.3365], [6.4034, -0.3986, 0.1257], [5.7161, -0.3829, -1.0543], [4.4197, 0.0746, -1.0608], [3.8983, -0.1538, -2.2228], [6.2891, -0.4778, -1.7091], [7.4770, -0.3757, 0.1931], [6.1268, 0.1348, 2.3573], [3.8879, 0.2673, 2.3473], [1.6420, 0.0060, 1.2624], [-1.7783, -3.4584, 0.3821], [-2.3341, -2.2514, -0.6593], [-1.1440, -1.4829, 1.9711], [-2.6074, -1.9852, 1.8702], [-4.2499, -1.7019, 0.4920], [-6.2419, -1.9110, -1.0868], [-7.1029, -1.1432, 0.2698], [-7.5864, -0.2988, -1.0775]], "atomic_forces_ev_per_a": [[4.482, 1.067, -11.312], [-4.792, -4.925, 0.328], [-6.791, -12.476, -0.366], [1.563, 3.781, -0.401], [-0.645, 11.730, -0.384], [1.344, 1.847, -1.174], [-0.356, 8.967, -3.766], [1.488, -2.209, 2.521], [0.247, -3.173, 1.274], [-1.793, -1.782, -1.377], [5.585, -6.603, 3.196], [5.052, -1.295, 0.725], [0.076, 7.465, 2.143], [-1.918, -15.505, -1.219], [-0.974, 3.557, 1.309], [13.181, -0.733, -5.534], [-9.947, 10.524, 3.760], [-2.118, 5.309, -2.979], [-0.946, -2.664, 2.447], [1.469, -2.989, -0.923], [1.000, 2.042, 7.744], [12.427, -3.922, -4.545], [0.596, -4.655, 0.261], [-1.401, 0.136, -1.605], [-1.414, -0.549, 1.801], [-0.380, 4.623, 1.242], [-3.596, 10.841, -4.368], [-4.641, -5.051, 9.259], [-0.378, -1.910, -1.358], [-1.829, -0.561, -2.488], [-5.048, -0.171, -0.479], [3.297, 0.942, 9.793], [-2.454, -1.124, -2.814], [0.305, 2.062, 4.073], [-7.001, 2.452, 10.375], [-0.287, -3.086, -7.976], [1.200, 1.341, 3.460], [7.686, -1.761, -11.317], [0.409, -0.789, -0.497], [0.315, -0.268, -0.736], [0.177, -0.299, -3.977], [1.763, 0.066, -3.747], [0.402, -2.514, 0.997], [-0.330, -0.051, -1.713], [0.141, 0.356, -0.818], [-2.840, 0.051, 0.874], [0.284, 3.756, -0.796], [-1.597, 2.660, 1.476], [-4.167, -2.921, 8.547], [3.156, -1.589, 1.060]], "mulliken_charge": [-1.296, 0.339, 0.101, 1.073, -0.160, -0.727, -0.454, 0.134, 0.216, 0.113, -0.464, -1.447, -0.689, 1.012, -0.750, 0.210, 0.201, -2.184, 0.010, 0.960, 0.838, 0.038, -1.069, 0.436, 0.193, 0.543, -2.269, 1.159, 0.383, 0.527, -0.235, 0.137, -0.745, -0.295, -1.655, 0.838, 0.060, 0.732, 0.358, 0.380, 0.053, 0.233, 0.446, 0.429, 0.546, 0.738, 0.033, 0.254, 0.456, 0.259], "orbital_gap_ev": 9.543, "max_force_ha_per_bohr": 0.305, "relative_energy_kcal_mol": 480.0, "e_homo_ev": -8.85, "spin_multiplicity": 1}